(1)
C20H40N14O4PPbS | wB97M-V/def2-TZVPD

Element x y z (Å)
C (-1.970, -1.888, 3.600)
H (4.102, 0.516, 3.639)
N (4.077, 1.338, -2.913)
H (5.195, 0.254, -1.553)
N (-2.593, -0.256, -0.068)
H (0.707, 3.628, 1.843)
H (-3.905, -2.433, -2.140)
H (-2.697, -5.377, 1.082)
H (-2.254, -0.872, 3.323)
C (-1.301, -1.942, 4.959)
C (-1.178, 3.708, -2.994)
C (3.650, 1.270, -4.305)
H (-2.072, 3.489, -3.580)
C (-2.483, -4.331, 1.296)
H (-1.432, -4.571, 3.207)
H (2.430, 2.439, -2.247)
H (3.681, 2.961, 4.397)
O (0.562, -2.325, 2.842)
O (-0.582, 2.028, 1.528)
H (4.890, 1.747, 2.623)
H (-2.311, -3.820, 0.349)
H (-2.847, -2.530, 3.538)
H (2.181, 3.685, 3.842)
C (1.569, 0.091, -3.893)
C (3.025, -1.223, -1.864)
N (2.871, 0.068, -4.557)
C (-1.362, 2.870, 0.698)
N (-3.393, 0.662, 0.541)
N (-0.753, -1.876, -1.522)
H (-2.981, 5.095, -2.007)
H (-2.367, 2.434, 0.758)
C (1.841, 1.805, 1.888)
H (4.533, 1.268, -4.948)
H (-3.371, -3.895, 1.757)
H (1.034, 0.990, -4.204)
H (4.488, -1.166, -4.927)
O (-0.168, 1.920, -1.158)
H (-3.305, 4.128, -0.569)
H (-0.390, -4.691, 1.772)
H (-1.375, 3.897, 1.071)
H (-0.787, 4.681, -3.292)
C (-0.949, 2.801, -0.759)
C (2.948, 1.514, -1.991)
H (5.775, 0.214, -3.242)
N (-1.639, -2.953, -3.224)
H (0.353, 2.575, 3.230)
H (-0.340, -1.431, 4.924)
H (2.142, 2.193, 4.810)
N (0.216, -2.282, -2.367)
H (-1.930, -1.459, 5.705)
N (2.806, 1.941, 2.819)
C (-1.889, -2.296, -2.098)
C (-3.452, -0.995, -0.798)
S (-0.806, -2.426, 2.277)
N (-3.138, -2.072, -1.593)
Pb (-0.284, -0.404, 0.205)
N (-1.497, 3.708, -1.574)
H (4.794, -1.868, -2.715)
C (0.552, 2.590, 2.156)
H (-2.107, 5.439, -0.513)
C (-2.526, 4.642, -1.131)
H (-1.119, -2.970, 5.269)
C (4.005, 1.119, 2.735)
N (-4.694, -0.565, -0.653)
N (-0.318, -2.915, -3.352)
P (1.701, 0.107, -2.022)
H (2.522, -2.174, -2.015)
H (3.046, 2.145, -4.539)
H (0.993, -0.775, -4.211)
C (-1.264, -4.198, 2.197)
C (4.892, 0.224, -2.600)
C (2.682, 2.738, 4.030)
H (3.918, 0.459, 1.880)
H (-0.434, 2.942, -3.186)
N (4.148, -1.087, -2.830)
O (1.989, 1.102, 0.890)
H (3.416, -1.181, -0.845)
H (2.990, -1.985, -4.383)
H (3.324, 1.620, -0.974)
N (-4.606, 0.467, 0.186)
C (3.618, -1.100, -4.271)

* charge: +1
* HOMO energy: -0.376 Ha
* lowest unoccupied orbital energy: -2.365 eV
* energy relative to the best compared isomer or geometry (same formula, charge and spin): 9.39 kcal per mole
* Kohn-Sham gap: 7.9 eV

Atom charges from the Mulliken analysis, given in e for atoms 1 to 6: atom 1 (C): -0.513, atom 2 (H): 0.428, atom 3 (N): 0.180, atom 4 (H): 0.393, atom 5 (N): 0.864, atom 6 (H): 0.422

---

(2)
C20H40N3P2RuS | wB97M-V/def2-TZVPD

Element x y z (Å)
N (-2.218, 0.725, 0.079)
H (3.727, 3.019, -0.301)
H (0.356, -2.912, 2.315)
C (-1.655, 1.044, 3.700)
H (0.091, -2.685, -3.483)
H (3.847, 1.103, -2.198)
C (-0.147, 0.813, 1.841)
H (-1.739, 3.347, -2.716)
Ru (-0.007, 0.773, -0.102)
C (-1.451, 1.075, 2.333)
C (-0.011, -2.886, -0.858)
H (0.535, -1.509, 1.263)
N (-0.661, -3.640, -1.736)
H (1.801, -4.808, 0.976)
H (2.367, 3.176, 0.806)
H (-2.076, -1.220, 0.946)
P (0.085, 2.965, -1.156)
H (1.497, 0.256, 4.749)
H (-0.417, 4.538, -2.806)
C (1.835, 3.478, -1.276)
H (-2.649, 0.926, -1.981)
H (3.023, -0.460, -2.077)
C (2.661, 2.817, -0.183)
C (0.844, -2.530, 1.418)
H (0.950, -5.283, -0.489)
H (-0.725, -4.222, -3.737)
H (1.923, -2.574, 1.573)
H (-0.231, 2.928, -3.551)
C (0.840, -4.788, 0.466)
C (-1.503, -4.801, -1.363)
H (4.616, 0.499, 0.241)
H (3.671, 0.633, 1.732)
H (-1.052, -5.744, -1.661)
H (-1.650, 4.084, 0.142)
H (-2.442, -1.193, -0.795)
H (-1.685, -2.778, -3.386)
C (-0.599, 0.743, 4.558)
C (0.923, 0.525, 2.711)
H (-0.779, 0.704, 5.626)
H (-0.198, 3.771, 1.117)
C (-0.561, 4.068, 0.134)
C (3.663, 0.255, 0.711)
C (-2.627, -0.712, 0.158)
H (3.551, -0.830, 0.723)
H (1.915, 0.340, 2.339)
H (-2.881, 2.411, -1.023)
N (0.476, -3.363, 0.278)
C (-0.659, 3.476, -2.712)
H (-4.057, 1.102, -0.923)
H (2.160, 0.930, -2.726)
H (2.217, 3.221, -2.264)
H (-0.209, 5.079, -0.087)
C (2.893, 0.617, -1.985)
C (-0.749, -3.294, -3.169)
P (2.371, 1.022, -0.290)
H (-2.642, 1.246, 4.103)
H (-2.580, 2.463, 1.207)
H (-2.446, -4.691, -1.896)
C (-2.995, 1.329, -1.031)
S (0.275, -1.200, -1.407)
H (0.116, -5.314, 1.083)
C (-2.540, 1.386, 1.365)
H (1.848, 4.566, -1.195)
C (0.687, 0.484, 4.067)
H (-1.708, -4.804, -0.300)
H (-3.523, 1.077, 1.724)
H (-3.696, -0.777, 0.378)

* charge: +3
* HOMO energy: -0.650 Ha
* lowest unoccupied orbital energy: -11.457 eV
* energy relative to the best compared isomer or geometry (same formula, charge and spin): 14.41 kcal per mole
* Kohn-Sham gap: 6.2 eV

Atom charges from the Mulliken analysis, given in e for atoms 1 to 6: atom 1 (N): 0.570, atom 2 (H): 0.598, atom 3 (H): 0.453, atom 4 (C): -0.855, atom 5 (H): 0.454, atom 6 (H): 0.510

---

(3)
C20H40NNdP3S2 | wB97M-V/def2-TZVPD

Element x y z (Å)
C (-2.453, -4.802, -1.428)
Nd (-0.717, 1.126, 0.139)
P (-0.825, -0.001, -2.612)
C (-3.206, -2.694, -0.400)
C (-2.468, -3.026, 0.752)
H (-1.005, 2.779, -1.594)
C (-0.112, 3.231, -1.108)
H (0.003, 0.464, 5.395)
C (-0.598, 0.647, 4.491)
H (-0.505, -2.241, -1.693)
H (0.951, 0.070, -4.271)
H (2.523, -0.553, 2.807)
C (2.937, -1.144, -0.396)
H (-2.785, 2.769, 0.159)
H (-0.487, 1.007, -4.777)
H (-3.857, -3.448, -2.368)
H (2.503, 2.208, 3.022)
H (1.132, 3.031, 3.795)
C (-0.280, -1.758, -2.656)
H (2.820, 2.137, -2.299)
P (2.342, 0.592, -0.486)
H (2.483, -1.728, -1.204)
H (2.692, 0.455, -2.889)
S (-1.955, -2.314, 2.147)
H (-2.648, -5.020, 1.557)
P (0.498, 0.826, 3.024)
H (-2.921, 0.521, 2.332)
H (-1.295, -0.183, 4.323)
C (0.172, 0.762, -3.938)
H (2.540, 5.410, -0.380)
C (1.659, 2.073, 3.707)
H (-2.421, -0.818, -4.262)
H (4.575, 1.307, 0.135)
H (-3.412, 0.307, 0.614)
N (0.063, 3.252, 0.237)
C (-1.720, -5.145, -0.331)
H (-1.171, 1.573, 4.630)
H (0.801, -1.819, -2.847)
H (-2.472, -5.456, -2.324)
H (3.592, 0.957, 1.593)
H (-3.217, -0.429, -2.701)
C (-2.846, 0.922, 1.321)
H (4.167, 0.990, -2.019)
C (1.503, -0.716, 3.180)
H (-3.727, -1.747, -0.485)
S (1.041, 4.183, -1.972)
H (2.642, -1.584, 0.564)
H (-1.037, -4.206, 1.584)
H (-1.140, -6.067, -0.309)
C (3.580, 1.409, 0.593)
C (3.072, 1.090, -2.079)
C (-1.924, -4.440, 0.954)
H (3.331, 2.475, 0.675)
H (1.017, -1.494, 2.574)
H (1.304, 4.229, 1.692)
H (4.030, -1.171, -0.493)
H (-2.070, 2.878, 1.871)
C (1.101, 4.095, 0.627)
H (1.555, -1.058, 4.225)
C (-3.243, -3.618, -1.473)
H (-0.825, -2.295, -3.446)
C (-2.509, 2.239, 1.088)
H (0.643, 1.685, -3.584)
H (2.040, 1.794, 4.701)
C (1.729, 4.692, -0.447)
C (-2.458, -0.103, -3.426)
H (-2.731, 0.892, -3.808)

* charge: +3
* HOMO energy (spin up / spin down): -0.581 / -0.581 Ha
* lowest unoccupied orbital energy (spin up / spin down): -10.686 / -10.650 eV
* 2S+1: 4
* Kohn-Sham gap (spin up / spin down): 5.1 / 5.2 eV

Atom charges from the Mulliken analysis, given in e for atoms 1 to 6: atom 1 (C): -0.383, atom 2 (Nd): 0.499, atom 3 (P): 0.990, atom 4 (C): -0.451, atom 5 (C): 0.521, atom 6 (H): 0.537